This record from OMol25 describes a molecular structure, C4H7N3O in a non-equilibrium geometry. The level of theory is wB97M-V/def2-TZVPD.

Geometry (Å):
C (-2.42, -0.22, -0.06)
C (0.06, 0.70, 0.21)
C (1.07, 1.02, 1.12)
C (2.36, 0.86, 0.57)
H (-1.80, -1.39, 0.14)
H (-3.41, -0.22, 0.57)
H (-2.55, 0.07, -1.03)
H (0.91, 1.56, 2.09)
H (3.40, 0.88, 0.98)
H (-0.55, -1.39, -1.85)
H (0.62, -1.72, -0.43)
N (-1.15, 0.48, 0.64)
N (0.76, 0.23, -1.05)
N (0.52, -1.10, -1.29)
O (2.21, 0.25, -0.63)

Computed properties:
Kohn-Sham gap ... 8.554 eV
ΔE to the lowest compared entry with this formula, charge and spin ... 174.7 kcal/mol
HOMO level ... -8.09 eV
2S+1 ... 1
Molecular weight ... 113.12 g mol⁻¹

***

This record from OMol25 describes a single C4H7N3O molecule in a non-equilibrium geometry. The level of theory is wB97M-V/def2-TZVPD.

Geometry (Å):
C (-2.65, 0.41, 0.45)
C (0.30, -0.28, -0.31)
C (1.39, 1.93, 0.12)
C (1.60, -0.94, 0.07)
H (-1.99, 1.42, 0.17)
H (-2.80, 0.47, 1.70)
H (-3.72, 0.32, -0.12)
H (-2.39, -1.69, 0.19)
H (2.35, 1.68, -0.17)
H (1.24, 2.97, -0.24)
H (1.37, 2.11, 1.23)
N (-2.00, -0.69, -0.34)
N (-0.74, -1.05, -0.16)
N (2.59, -1.54, 0.34)
O (0.39, 1.12, -0.45)

Computed properties:
Kohn-Sham gap ... 9.605 eV
ΔE to the lowest compared entry with this formula, charge and spin ... 129.1 kcal/mol
HOMO level ... -9.23 eV
2S+1 ... 1
Molecular weight ... 113.12 g mol⁻¹

***

This record from OMol25 describes a single C4H7N3O molecule in a non-equilibrium geometry. The level of theory is wB97M-V/def2-TZVPD.

Geometry (Å):
C (-1.06, -1.45, -0.10)
C (-0.15, 1.44, -0.01)
C (1.07, 0.91, 0.40)
C (1.83, -0.43, 0.34)
H (-1.84, -0.18, 1.32)
H (-0.62, -2.54, -0.16)
H (0.36, -0.33, -1.41)
H (-1.98, 1.07, -1.01)
H (-0.36, 2.53, 0.10)
H (1.54, 1.78, 1.02)
H (2.63, -0.80, 1.23)
N (-1.58, -1.11, 1.07)
N (-0.70, -0.53, -1.25)
N (-1.09, 0.78, -0.81)
O (1.94, -1.14, -0.75)

Computed properties:
Kohn-Sham gap ... 8.740 eV
ΔE to the lowest compared entry with this formula, charge and spin ... 113.1 kcal/mol
HOMO level ... -8.78 eV
2S+1 ... 1
Molecular weight ... 113.12 g mol⁻¹

***

This record from OMol25 describes a single C4H7N3O molecule in a non-equilibrium geometry. The level of theory is wB97M-V/def2-TZVPD.

Geometry (Å):
C (-1.49, -0.20, -0.36)
C (0.02, 0.34, -0.58)
C (0.38, -0.13, -1.88)
C (0.99, -0.49, 0.28)
H (-2.28, 0.55, 0.32)
H (-1.64, -1.25, 0.26)
H (-2.10, -0.25, -1.47)
H (0.40, 1.36, -0.21)
H (0.05, -0.16, -3.06)
H (-0.39, 0.64, 2.39)
H (1.09, 0.82, 3.14)
N (1.50, -0.78, -1.93)
N (1.28, -0.14, 1.46)
N (0.49, 1.02, 2.11)
O (1.70, -1.33, -0.48)

Computed properties:
Kohn-Sham gap ... 9.650 eV
ΔE to the lowest compared entry with this formula, charge and spin ... 167.2 kcal/mol
HOMO level ... -9.37 eV
2S+1 ... 1
Molecular weight ... 113.12 g mol⁻¹

***

This record from OMol25 describes a single C4H7N3O molecule in a non-equilibrium geometry. The level of theory is wB97M-V/def2-TZVPD.

Geometry (Å):
C (1.15, -1.42, -0.20)
C (-0.18, -1.52, 0.55)
C (-1.17, -0.61, 0.45)
C (-1.29, 0.73, -0.24)
H (2.82, 1.04, 1.04)
H (1.47, 0.29, 1.93)
H (1.47, -2.13, -0.86)
H (-0.69, -2.33, 1.16)
H (-1.92, -0.89, 1.31)
H (0.67, 1.44, -0.57)
H (-0.52, 2.05, -1.65)
N (1.86, 0.51, 0.95)
N (2.02, -0.47, -0.17)
N (-0.29, 1.11, -1.12)
O (-2.43, 1.17, -0.41)

Computed properties:
Kohn-Sham gap ... 9.198 eV
ΔE to the lowest compared entry with this formula, charge and spin ... 97.6 kcal/mol
HOMO level ... -9.24 eV
2S+1 ... 1
Molecular weight ... 113.12 g mol⁻¹

***

This record from OMol25 describes a molecular structure, C4H7N3O in a non-equilibrium geometry. The level of theory is wB97M-V/def2-TZVPD.

Geometry (Å):
C (0.00, -1.15, 0.89)
C (0.41, -0.58, -0.33)
C (0.10, 1.42, -1.47)
C (0.28, 0.47, 0.71)
H (-2.02, -0.64, 1.45)
H (-0.88, -1.89, 2.57)
H (0.82, -1.54, 1.23)
H (1.48, -0.76, -0.69)
H (-0.14, -0.20, -2.56)
H (-0.16, 1.98, -2.41)
H (-0.67, 1.09, 0.92)
N (-1.23, -1.56, 1.38)
N (-0.32, -0.05, -1.53)
N (0.99, 2.06, -0.68)
O (1.35, 1.35, 0.51)

Computed properties:
Kohn-Sham gap ... 8.978 eV
ΔE to the lowest compared entry with this formula, charge and spin ... 201.8 kcal/mol
HOMO level ... -8.47 eV
2S+1 ... 1
Molecular weight ... 113.12 g mol⁻¹